Entry 1:
Formula: C5H13NO
Source: OMol25
Level of theory: ωB97M-V with the def2-TZVPD basis set

Summary:
Max |F| ... 1.51 eV Å⁻¹
Spin multiplicity ... 1
LUMO level ... 0.9 eV
SMILES string ... C=C(C)N.CCO
Energy above the lowest of the compared OMol25 structures with the same formula, charge and spin ... 34.2 kcal/mol

Structure (XYZ):
```
20
C5H13NO (ωB97M-V with the def2-TZVPD basis set)
C 1.2753 -0.3961 1.6497
O 1.3743 -1.0940 0.4383
C 0.0519 -0.7488 2.4796
H 1.3059 0.6935 1.4686
H 2.1844 -0.5778 2.2322
H -0.8874 -0.5797 1.9505
H 0.0845 -0.1762 3.4060
H 0.0838 -1.7998 2.7812
C 0.5520 0.8914 -2.1169
C -0.6968 0.4869 -1.3973
C -1.6572 1.3441 -1.0757
N -0.7208 -0.8691 -0.9673
H 0.4278 1.8772 -2.5544
H 1.3847 0.9310 -1.4167
H 0.7871 0.1992 -2.9240
H -2.4330 1.0818 -0.3718
H -1.5521 2.3512 -1.4524
H 0.4908 -1.0331 -0.0699
H -0.5673 -1.5216 -1.7174
H -1.4880 -1.0598 -0.3424
```

Need the Mulliken charges? In units of e they are: -0.275 -0.627 -0.942 0.222 0.336 0.241 0.346 0.248 -1.129 0.783 -1.040 -0.531 0.390 0.239 0.297 0.259 0.258 0.429 0.269 0.225

***

Entry 2:
Formula: C5H13NO
Source: OMol25
Level of theory: ωB97M-V with the def2-TZVPD basis set

Summary:
Max |F| ... 3.72 eV Å⁻¹
Spin multiplicity ... 1
LUMO level ... 0.8 eV
SMILES string ... CN1CCCC1.O
Energy above the lowest of the compared OMol25 structures with the same formula, charge and spin ... 52.7 kcal/mol

Structure (XYZ):
```
20
C5H13NO (ωB97M-V with the def2-TZVPD basis set)
C -1.2916 -0.6648 -1.4392
N -0.5870 0.2335 -0.5846
C -0.0902 -0.4523 0.5982
C 1.1193 -1.1671 0.1592
C 1.7313 -0.1247 -0.8785
C 0.5984 0.8736 -1.1472
H -1.5495 -1.5218 -0.9200
H -2.1086 -0.2721 -1.9908
H -0.6144 -1.0669 -2.1717
H -0.7473 -1.0897 1.1373
H 0.1669 0.2549 1.3108
H 1.9791 -1.3574 0.9900
H 0.7843 -2.1834 -0.3195
H 2.5951 0.3707 -0.5812
H 1.9721 -0.6332 -1.7793
H 0.5032 1.2936 -2.1248
H 0.8704 1.8354 -0.5927
H -2.3628 1.6893 3.9303
H -1.0646 1.7649 3.1963
O -1.9041 2.2174 3.2074
```

Need the Mulliken charges? In units of e they are: -0.979 -0.083 -0.871 -0.204 -0.603 -0.750 0.345 0.303 0.347 0.455 0.225 0.279 0.227 0.416 0.264 0.366 0.261 0.323 0.317 -0.638

***

Entry 3:
Formula: C5H13NO
Source: OMol25
Level of theory: ωB97M-V with the def2-TZVPD basis set

Summary:
Max |F| ... 2.30 eV Å⁻¹
Spin multiplicity ... 1
LUMO level ... 1.0 eV
SMILES string ... CCC[C@](C)(N)O
Energy above the lowest of the compared OMol25 structures with the same formula, charge and spin ... 12.3 kcal/mol

Structure (XYZ):
```
20
C5H13NO (ωB97M-V with the def2-TZVPD basis set)
C 0.7527 0.5086 0.1947
C -0.5395 0.5971 -0.6037
C -1.3262 -0.7707 -0.8398
C 1.4651 1.9354 0.0125
C -1.6831 -1.5648 0.4018
N 1.6479 -0.5246 -0.2320
O 0.5069 0.3658 1.5668
H 0.2997 -0.5626 1.7390
H 1.3348 -1.4484 0.0426
H 2.5588 -0.3881 0.2012
H -0.3446 1.0020 -1.6033
H -1.2397 1.2664 -0.0914
H -0.7694 -1.4077 -1.5357
H -2.2534 -0.5033 -1.3622
H -0.8142 -2.0931 0.8041
H 1.8319 2.0721 -1.0103
H 2.3162 2.0072 0.6995
H 0.7940 2.7605 0.2747
H -2.4318 -2.3278 0.1607
H -2.1062 -0.9240 1.1806
```

Need the Mulliken charges? In units of e they are: 1.035 -0.927 -0.486 -1.566 -1.067 -0.670 -0.607 0.333 0.293 0.284 0.342 0.324 0.323 0.373 0.194 0.379 0.404 0.369 0.367 0.301

***

Entry 4:
Formula: C5H13NO
Source: OMol25
Level of theory: ωB97M-V with the def2-TZVPD basis set

Summary:
Max |F| ... 3.32 eV Å⁻¹
Spin multiplicity ... 1
LUMO level ... 0.9 eV
SMILES string ... CCC(N)=O.CC
Energy above the lowest of the compared OMol25 structures with the same formula, charge and spin ... 21.1 kcal/mol

Structure (XYZ):
```
20
C5H13NO (ωB97M-V with the def2-TZVPD basis set)
C 1.6228 0.4454 0.3530
C 1.8169 -0.3442 -0.9872
C 0.6348 -0.3272 1.2371
O -0.3989 0.1139 1.6803
N 1.1110 -1.4845 1.9118
H 2.4756 0.8067 0.9083
H 1.0761 1.3786 0.1659
H 2.8803 -0.5034 -1.1347
H 1.3084 0.1450 -1.8053
H 0.4445 -1.9399 2.5101
H 1.6066 -2.1405 1.3128
H 1.3793 -1.2858 -0.6553
C -2.3196 0.1186 -2.0432
C -2.1115 1.5270 -1.4623
H -1.4408 -0.5044 -2.2185
H -2.7855 -0.4272 -1.2174
H -3.0402 0.1574 -2.8435
H -3.0921 1.9327 -1.2538
H -1.6605 2.1927 -2.2056
H -1.5315 1.4803 -0.5389
```

Need the Mulliken charges? In units of e they are: -0.357 -0.901 0.380 -0.570 -0.479 0.389 0.211 0.277 0.279 0.252 0.256 0.275 -0.836 -0.753 0.250 0.242 0.324 0.341 0.256 0.163

***

Entry 5:
Formula: C5H13NO
Source: OMol25
Level of theory: ωB97M-V with the def2-TZVPD basis set

Summary:
Max |F| ... 2.36 eV Å⁻¹
Spin multiplicity ... 1
LUMO level ... 0.8 eV
SMILES string ... CC(N)=O.CCC
Energy above the lowest of the compared OMol25 structures with the same formula, charge and spin ... 27.5 kcal/mol

Structure (XYZ):
```
20
C5H13NO (ωB97M-V with the def2-TZVPD basis set)
C -1.4915 0.2538 1.2629
C -1.0986 -1.2040 0.9401
O -1.0587 -1.9910 1.8764
N -0.7162 -1.6261 -0.2970
H -1.3913 0.8934 0.4081
H -0.7731 0.4270 2.0861
H -0.5171 -2.6047 -0.4424
H -0.3340 -0.9920 -0.9862
H -2.4331 0.1890 1.8394
C 0.8191 1.1821 -0.8575
C 2.2151 0.7075 -0.3399
C 0.8535 2.0890 -2.0737
H 0.1791 0.3319 -1.2515
H 0.3649 1.6026 0.0251
H 2.1880 -0.3980 -0.3357
H 0.4125 3.0582 -1.7897
H 2.3068 1.1664 0.6523
H 3.0726 1.0010 -0.9536
H 1.8316 2.4294 -2.4551
H 0.3181 1.6916 -2.9338
```

Need the Mulliken charges? In units of e they are: -0.943 0.594 -0.623 -0.316 0.365 0.248 0.213 0.343 0.327 0.410 -1.003 -1.213 -0.314 0.194 0.229 0.247 0.281 0.366 0.295 0.301

***

Entry 6:
Formula: C5H13NO
Source: OMol25
Level of theory: ωB97M-V with the def2-TZVPD basis set

Summary:
Max |F| ... 2.53 eV Å⁻¹
Spin multiplicity ... 1
LUMO level ... 1.0 eV
SMILES string ... CC(C)[C@H](N)CO
Energy above the lowest of the compared OMol25 structures with the same formula, charge and spin ... 43.0 kcal/mol

Structure (XYZ):
```
20
C5H13NO (ωB97M-V with the def2-TZVPD basis set)
C -0.9138 -0.9746 -0.1683
O -2.3309 -0.9580 0.2181
C -0.2914 0.2781 0.5027
C 0.9101 0.7759 -0.2580
C 1.9549 -0.3770 -0.6104
C 0.4388 1.5427 -1.5220
N 0.0820 -0.1078 1.8675
H -0.8640 -0.7598 -1.2643
H -0.4091 -1.8532 0.2806
H -2.3087 -1.7940 0.7139
H -1.0551 1.0657 0.4540
H 1.6178 1.4131 0.2876
H 1.3623 -1.2738 -0.7879
H 2.6546 -0.6501 0.1662
H 2.5364 -0.3441 -1.5314
H 0.1240 2.6002 -1.3492
H -0.2994 1.0003 -2.1260
H 1.3840 1.6539 -2.0828
H -0.2717 0.4479 2.6237
H 0.8930 -0.6627 2.0588
```

Need the Mulliken charges? In units of e they are: -0.776 -0.514 0.331 0.273 -1.363 -1.379 -0.545 0.168 0.432 0.335 0.418 0.227 0.294 0.349 0.387 0.326 0.278 0.429 0.171 0.158

***

Entry 7:
Formula: C5H13NO
Source: OMol25
Level of theory: ωB97M-V with the def2-TZVPD basis set

Summary:
Max |F| ... 5.31 eV Å⁻¹
Spin multiplicity ... 1
LUMO level ... 0.8 eV
SMILES string ... CCC(N)=O.CC
Energy above the lowest of the compared OMol25 structures with the same formula, charge and spin ... 52.3 kcal/mol

Structure (XYZ):
```
20
C5H13NO (ωB97M-V with the def2-TZVPD basis set)
C 1.9717 -0.0582 0.2731
C 2.1333 -1.6607 0.1631
C 1.7672 0.7214 -0.9701
O 2.2294 1.8446 -1.0901
N 1.0323 -0.1497 -1.7926
H 1.1186 0.2290 1.0854
H 3.0761 0.0441 0.7574
H 2.8745 -1.8923 -0.5730
H 0.6787 0.3310 -2.5747
H 1.3602 -1.0959 -2.0115
H 1.2048 -2.2654 0.0054
H 2.3052 -2.0531 1.2108
C -2.7694 0.1864 1.2256
C -2.8553 1.2346 0.0888
H -3.1307 0.7934 2.1029
H -3.1641 -0.8067 1.0127
H -1.7228 0.0470 1.5361
H -2.2588 0.8145 -0.6640
H -2.1162 2.0200 0.4129
H -3.7347 1.7159 -0.1980
```

Need the Mulliken charges? In units of e they are: 0.028 -1.415 0.337 -0.565 -0.389 0.153 0.233 0.454 0.240 0.235 0.348 0.343 -0.677 -0.827 0.262 0.297 0.128 0.241 0.236 0.342

***

Entry 8:
Formula: C5H13NO
Source: OMol25
Level of theory: ωB97M-V with the def2-TZVPD basis set

Summary:
Max |F| ... 6.02 eV Å⁻¹
Spin multiplicity ... 1
LUMO level ... 0.6 eV
SMILES string ... CC(C)=C(C)N.O
Energy above the lowest of the compared OMol25 structures with the same formula, charge and spin ... 56.8 kcal/mol

Structure (XYZ):
```
20
C5H13NO (ωB97M-V with the def2-TZVPD basis set)
C 1.5396 -0.3886 -2.3368
N 2.0196 -2.1046 -0.0420
C 0.7228 -1.5259 -0.0976
C 0.5760 -0.6446 -1.1465
C -0.6595 0.4022 -1.2940
C -0.2507 -1.4778 1.0006
H 2.2889 -1.2022 -2.1931
H 2.1962 0.5106 -2.0750
H 1.1909 -0.2233 -3.3015
H 2.1320 -2.5469 0.8965
H 2.2638 -2.7382 -0.7771
H -0.1840 1.3342 -1.5276
H -1.1515 0.7056 -0.3979
H -1.2490 0.0189 -2.0993
H -0.0241 -0.8922 1.8977
H -1.2664 -1.1699 0.7870
H -0.2289 -2.4653 1.3545
H -2.5985 4.0725 2.5294
H -3.9884 4.2157 2.9649
O -3.1360 4.6151 3.1851
```

Need the Mulliken charges? In units of e they are: -1.259 -0.548 0.562 0.526 -1.435 -1.492 0.322 0.259 0.391 0.241 0.217 0.382 0.419 0.285 0.298 0.376 0.455 0.323 0.318 -0.641

***

Entry 9:
Formula: C5H13NO
Source: OMol25
Level of theory: ωB97M-V with the def2-TZVPD basis set

Summary:
Max |F| ... 3.60 eV Å⁻¹
Spin multiplicity ... 1
LUMO level ... 1.0 eV
SMILES string ... CC[C@@H](CO)NC
Energy above the lowest of the compared OMol25 structures with the same formula, charge and spin ... 46.5 kcal/mol

Structure (XYZ):
```
20
C5H13NO (ωB97M-V with the def2-TZVPD basis set)
C -1.9568 0.1699 -1.5108
N -0.7188 -0.6173 -1.3156
C 0.0975 0.8062 2.0448
C -0.2115 -0.3630 1.1011
C 0.2570 0.0346 -0.3519
C 1.5773 -0.6205 -0.7266
O 2.7361 0.2260 -0.5760
H -2.2018 0.0135 -2.5674
H -1.6501 1.2101 -1.4473
H -2.7648 -0.1346 -0.8408
H -0.8383 -1.5945 -1.0777
H -0.7793 1.1730 2.6071
H 0.6002 0.4985 2.9678
H 0.6086 1.6454 1.5927
H 0.2310 -1.3437 1.2758
H -1.2876 -0.5269 1.0375
H 0.2358 1.1020 -0.5404
H 1.5713 -0.7964 -1.7983
H 1.7710 -1.5435 -0.1726
H 2.7233 0.6614 0.2987
```

Need the Mulliken charges? In units of e they are: -0.853 -0.485 -1.243 -0.373 0.033 -0.788 -0.535 0.309 0.297 0.279 0.257 0.350 0.293 0.358 0.399 0.288 0.493 0.386 0.238 0.298

***

Entry 10:
Formula: C5H13NO
Source: OMol25
Level of theory: ωB97M-V with the def2-TZVPD basis set

Summary:
Max |F| ... 1.58 eV Å⁻¹
Spin multiplicity ... 1
LUMO level ... 0.9 eV
SMILES string ... C[C@H]1CCCN1.O
Energy above the lowest of the compared OMol25 structures with the same formula, charge and spin ... 24.0 kcal/mol

Structure (XYZ):
```
20
C5H13NO (ωB97M-V with the def2-TZVPD basis set)
N 1.1734 0.9995 -0.6898
C 0.3182 0.3162 -1.6753
C -0.0633 -1.0310 -1.0268
C 0.0191 -0.6870 0.4457
C 1.2928 0.1555 0.5170
C 1.4943 0.8421 1.8551
H 2.0749 1.1851 -1.0966
H 0.8793 0.0946 -2.5890
H -0.5568 0.9118 -1.9193
H -1.0282 -1.2724 -1.4840
H 0.5877 -1.8695 -1.2792
H -0.8163 0.0067 0.6393
H -0.1277 -1.5311 1.1119
H 2.1285 -0.5200 0.2568
H 2.5590 0.9697 2.0502
H 1.0215 1.8203 1.8313
H 1.1260 0.1866 2.6387
H -3.3624 0.0928 0.4692
H -4.7787 -0.1181 -0.0930
O -3.9412 -0.5515 0.0374
```

Need the Mulliken charges? In units of e they are: -0.540 -0.558 -0.675 -0.634 0.475 -1.479 0.293 0.281 0.307 0.325 0.305 0.116 0.402 0.333 0.362 0.377 0.301 0.320 0.309 -0.620

***

- Number 3 is which compound?
  C5H13NO